This record from OMol25 describes C4H10BF2HfNO2S as an isolated structure at a distorted geometry. The level of theory is ωB97M-V/def2-TZVPD.

Properties
Net charge = +2
Strongest force on any atom = 0.02802 hartree/bohr
Kohn-Sham gap = 8.57 eV
HOMO energy = -17.8 eV
LUMO = -9.200 eV
Energy relative to the best compared isomer or geometry (same formula, charge and spin) = 32.22 kJ/mol

```
22
Properties=species:S:1:pos:R:3:forces:R:3
Hf -0.00361 1.03187 0.01897 1.10 -0.42 0.83
N 0.61089 -0.14445 2.03700 -0.06 -0.01 0.15
C -0.56066 0.12164 2.98820 0.15 -0.08 -0.14
C -1.19620 1.04935 1.99876 -0.21 0.32 -0.63
O -0.58092 2.14190 1.73693 -0.20 -0.13 0.06
O -1.78810 0.51799 0.98524 -0.55 0.08 0.38
H 0.80482 -1.14127 1.97614 0.04 -0.03 0.04
H 1.43859 0.31710 2.41201 0.09 -0.12 0.05
H -0.24069 0.58736 3.91349 0.02 0.05 -0.01
H -1.14116 -0.77714 3.16299 0.01 -0.03 -0.01
F 2.36945 3.46671 -1.06566 0.42 -0.16 0.33
B 1.67716 2.52177 -0.56923 -0.85 0.53 -0.72
F 2.13953 1.66588 0.47988 0.11 -0.07 -0.12
C 0.91811 -1.01709 -2.70550 0.04 -0.07 -0.03
S 0.03269 -1.33444 -1.14454 -0.16 0.29 -0.22
C -1.69656 -1.47278 -1.71517 0.00 -0.14 -0.07
H 0.55032 -0.13145 -3.22006 -0.02 0.01 0.03
H 0.75939 -1.89322 -3.33207 0.04 -0.02 0.00
H 1.97848 -0.92905 -2.47674 0.01 -0.02 -0.01
H -1.73711 -2.36529 -2.33710 -0.03 -0.03 0.04
H -2.00711 -0.61197 -2.30405 0.04 0.04 0.03
H -2.32731 -1.60341 -0.83949 -0.01 0.00 0.01
```
Forces are in eV/Å.

Mulliken population analysis, charges in e, atoms 1 to 5:
1 Hf 0.937
2 N -0.423
3 C -0.588
4 C 1.004
5 O -0.475

This record from OMol25 describes C20H47NO4P3Yb as an isolated structure at a distorted geometry. The level of theory is ωB97M-V/def2-TZVPD.

Properties
Net charge = +2
Strongest force on any atom = 0.08875 hartree/bohr
Kohn-Sham gap (alpha / beta) = 6.56 / 8.00 eV
Spin multiplicity = 2
HOMO energy (alpha / beta) = -12.4 / -14.0 eV
LUMO (alpha / beta) = -5.853 / -6.042 eV
Energy relative to the best compared isomer or geometry (same formula, charge and spin) = 67.07 kJ/mol

```
76
Properties=species:S:1:pos:R:3:forces:R:3
Yb -1.18633 0.18919 -0.56023 -0.47 -0.98 1.62
P -0.19417 -2.46287 -0.82989 -0.15 -0.54 0.44
P 0.28218 2.85735 -1.32638 1.14 -2.08 -0.46
N 0.29909 0.50747 -2.55787 -0.01 -0.48 -1.99
C -0.07247 -2.02028 -2.59652 0.40 -0.29 -0.86
H 0.34370 -2.89811 -3.11825 -0.26 0.21 -0.04
H -1.08077 -1.84438 -3.00509 0.34 -0.17 -0.04
C 0.86030 -0.84628 -2.94282 -0.09 0.55 -0.01
H 1.86295 -0.93725 -2.49355 -0.40 -0.09 -0.13
H 0.97558 -0.79858 -4.03533 0.03 -0.14 0.35
C 0.34720 1.49807 -3.69540 0.30 -0.71 0.56
H -0.40596 1.20707 -4.43503 0.13 0.18 0.12
H 1.33730 1.45497 -4.18175 -0.35 -0.09 0.29
C 0.09922 2.90160 -3.12811 -0.43 0.72 -0.59
H -0.90502 3.24931 -3.41851 0.38 -0.02 0.22
H 0.81754 3.61492 -3.55659 -0.24 -0.10 0.13
C 1.76718 3.58998 -0.64456 0.31 0.75 0.00
C 2.03290 3.06123 0.76963 0.06 -0.10 0.28
H 3.07474 3.28252 1.02303 -0.16 -0.02 -0.01
H 1.88653 1.97720 0.83964 0.09 0.23 0.05
H 1.39612 3.56168 1.50844 0.21 -0.11 -0.18
C -1.26906 3.38568 -0.53946 -0.44 0.45 0.22
C -1.21844 3.57534 0.98183 -0.20 -0.01 0.34
H -2.22618 3.86577 1.31609 0.29 -0.07 -0.11
H -0.54310 4.39972 1.25822 -0.23 -0.38 -0.12
H -0.95305 2.67743 1.55453 0.13 0.20 -0.13
C -1.55977 -3.71648 -0.74595 -0.01 0.13 -0.24
C -1.63826 -4.26336 0.68802 -0.17 -0.10 0.18
H -2.59012 -4.79697 0.82841 0.29 0.10 -0.05
H -1.59914 -3.45571 1.43654 0.01 -0.23 -0.21
H -0.82749 -4.97515 0.90553 -0.23 0.25 -0.13
C 1.44356 -3.31099 -0.55722 0.10 0.40 0.36
C 1.86023 -3.11445 0.90766 0.23 -0.04 0.15
H 2.89864 -3.44959 1.03938 -0.25 0.06 0.02
H 1.23449 -3.70759 1.59035 0.10 0.10 -0.21
H 1.79879 -2.06283 1.21287 0.04 -0.18 -0.09
C 0.77140 1.08055 -1.37212 1.12 2.00 -0.11
O 1.06690 0.31827 -0.39801 0.00 -0.21 0.46
C -1.72424 4.70887 -1.17583 -0.27 0.32 -0.15
H -0.97395 5.50012 -1.01383 -0.29 -0.33 -0.07
H -1.91994 4.62609 -2.24913 0.02 0.08 0.22
H -2.65343 5.03571 -0.69106 0.21 -0.07 -0.14
C -1.56913 -4.81120 -1.81755 -0.31 -0.21 0.06
H -2.55014 -5.31152 -1.79980 0.31 0.11 -0.04
H -1.42958 -4.40321 -2.82654 -0.02 -0.14 0.19
H -0.80806 -5.57642 -1.63364 -0.24 0.22 -0.08
C 1.55528 -4.78078 -0.96931 0.09 -0.14 -0.19
H 2.60415 -5.09493 -0.86873 -0.24 0.13 0.00
H 0.96445 -5.44051 -0.32047 0.11 0.22 -0.20
H 1.27021 -4.95606 -2.01589 0.05 0.04 0.30
C 1.74675 5.11579 -0.70444 0.27 0.36 0.18
H 1.01654 5.53356 0.00354 0.23 -0.07 -0.22
H 2.73757 5.48728 -0.40846 -0.28 -0.02 -0.08
H 1.53595 5.50178 -1.70925 0.02 -0.05 0.19
H 2.56458 3.20958 -1.30856 -0.36 0.07 0.09
H 2.14612 -2.73275 -1.18333 -0.24 -0.08 0.19
H -2.01783 2.59247 -0.77909 0.11 0.45 -0.08
H -2.46592 -3.09616 -0.90800 0.25 -0.14 0.06
H -1.67731 0.13265 -2.64078 -1.49 -0.14 0.21
H -2.39786 0.01122 -2.30372 0.45 0.17 -1.16
C -2.26574 0.79820 4.31629 -0.18 0.18 0.61
O -1.29967 0.96627 3.27474 0.42 -0.71 -1.40
P -0.75333 -0.21824 2.24822 1.64 -0.59 4.22
O 0.88601 -0.08395 2.52254 -1.80 0.22 -0.71
C 1.45708 0.56333 3.67866 0.20 -0.02 0.20
O -1.11687 -1.59669 3.09556 0.18 1.18 -1.41
C -0.25634 -2.29771 4.02170 0.02 -0.14 0.03
H -3.23968 0.46719 3.93514 0.29 0.00 0.03
H -2.37825 1.79139 4.77415 -0.01 -0.39 -0.15
H -1.89935 0.09987 5.08178 -0.17 0.15 -0.29
H 2.51717 0.28867 3.66857 -0.26 0.04 0.01
H 1.37667 1.65695 3.60087 -0.13 -0.38 0.03
H 1.00803 0.21291 4.62026 0.07 0.17 -0.37
H -0.34780 -1.85720 5.01976 0.04 -0.07 -0.18
H -0.62431 -3.32651 4.04060 0.04 0.20 0.07
H 0.79490 -2.31057 3.70347 -0.37 0.21 -0.02
```
Forces are in eV/Å.

Mulliken population analysis, charges in e, atoms 1 to 5:
1 Yb 0.414
2 P 0.853
3 P 1.318
4 N 0.144
5 C -1.481

This record from OMol25 describes C5H10O as an isolated structure at a distorted geometry. The level of theory is ωB97M-V/def2-TZVPD.

Properties
Strongest force on any atom = 0.02578 hartree/bohr
Kohn-Sham gap (alpha / beta) = 7.51 / 8.51 eV
HOMO energy (alpha / beta) = -7.3 / -7.9 eV
LUMO (alpha / beta) = 0.238 / 0.656 eV
Energy relative to the best compared isomer or geometry (same formula, charge and spin) = 614.33 kJ/mol

```
16
Properties=species:S:1:pos:R:3:forces:R:3
O -0.53853 -2.34026 1.21104 0.06 -0.26 -0.22
C 0.03172 -1.13635 0.92458 0.90 -0.49 0.51
C -0.50050 -0.23326 -0.01508 -0.30 0.81 -0.90
C -0.03616 1.19471 0.25308 0.96 0.07 -0.44
C 0.54570 1.42863 -1.16186 -0.02 0.14 0.13
C 0.22973 -0.03532 -1.41701 -0.42 -0.66 -0.35
H 0.15004 -3.00841 1.07217 -0.31 0.01 0.34
H -0.87417 0.25986 2.09568 -0.44 1.02 0.14
H 1.05727 -0.97864 1.26952 -0.16 -0.22 -0.07
H -1.58012 -0.35676 -0.14526 0.15 -0.02 -0.04
H 0.73813 1.25686 1.03112 -0.30 0.11 -0.10
H -1.00455 0.99245 1.75577 -0.15 -0.82 1.03
H 0.06186 2.15580 -1.81772 -0.03 -0.13 0.12
H 1.62261 1.62643 -1.13829 -0.21 0.18 -0.01
H 1.07010 -0.71782 -1.54127 0.03 0.21 -0.04
H -0.51316 -0.22836 -2.19315 0.26 0.06 -0.10
```
Forces are in eV/Å.

Mulliken population analysis, charges in e, atoms 1 to 5:
1 O -0.467
2 C -0.642
3 C 0.310
4 C -0.741
5 C -0.316

This record from OMol25 describes a 3-piece molecular cluster, CH3NO2 overall at a distorted geometry. The level of theory is ωB97M-V/def2-TZVPD.

Properties
Net charge = -2
Strongest force on any atom = 0.02384 hartree/bohr
Kohn-Sham gap = 3.10 eV
HOMO energy = 1.5 eV
LUMO = 4.552 eV
Energy relative to the best compared isomer or geometry (same formula, charge and spin) = 401.29 kJ/mol

```
7
Properties=species:S:1:pos:R:3:forces:R:3
C -1.93469 -2.38535 -1.53575 0.48 -0.03 0.58
N -0.87844 -2.04168 0.99334 -0.20 -0.28 -0.16
O 0.33871 -1.84285 1.19919 -1.14 -0.16 0.02
O -1.65832 -2.19804 1.95850 0.97 0.21 -0.73
H -0.88077 -2.22964 -1.87358 -0.27 -0.12 0.23
H 6.97247 14.17407 0.54944 0.02 0.04 0.00
H -1.95896 -3.47651 -1.29113 0.15 0.35 0.06
```
Forces are in eV/Å.

Mulliken population analysis, charges in e, atoms 1 to 5:
1 C -0.294
2 N 0.164
3 O -0.513
4 O -0.519
5 H 0.086

This record from OMol25 describes a single C5H7IN2 molecule at a distorted geometry. The level of theory is ωB97M-V/def2-TZVPD.

Properties
Strongest force on any atom = 0.11306 hartree/bohr
Kohn-Sham gap = 8.72 eV
HOMO energy = -8.6 eV
SMILES = C[C@@H](I)c1cnc[nH]1
LUMO = 0.166 eV
Energy relative to the best compared isomer or geometry (same formula, charge and spin) = 53.56 kJ/mol

```
15
Properties=species:S:1:pos:R:3:forces:R:3
C -0.74534 0.50366 1.65556 0.71 -1.18 -1.58
C -1.39666 -1.51790 1.23522 -0.15 -0.07 -1.12
C -0.30137 0.16813 0.32821 -1.25 2.54 4.12
C 1.51004 0.20258 -1.34511 3.71 2.46 3.74
C 0.49744 1.03238 -0.50372 1.89 -0.09 -1.23
N -1.43622 -0.60410 2.16838 0.86 0.60 -0.15
N -0.75239 -1.06521 0.09647 -0.07 0.07 2.04
I -0.68486 2.19073 -1.96870 0.15 -0.14 0.38
H -0.47947 1.43890 2.22474 -0.61 -1.38 -0.64
H -1.75916 -2.55599 1.19983 -0.10 0.82 0.53
H 0.95654 -0.49234 -1.75595 -2.43 -3.36 -3.22
H 2.20875 -0.44135 -0.67297 -1.09 1.32 -0.55
H 2.20402 0.77784 -1.98863 -0.94 -0.31 0.09
H 1.03615 1.73810 0.13338 -0.47 0.19 -0.29
H -0.85747 -1.37542 -0.80670 -0.21 -1.46 -2.11
```
Forces are in eV/Å.

Mulliken population analysis, charges in e, atoms 1 to 5:
1 C -0.429
2 C -0.162
3 C 0.553
4 C -1.250
5 C -0.431

This record from OMol25 describes C22H18N5PbS5 as an isolated structure. The level of theory is ωB97M-V/def2-TZVPD.

Properties
Net charge = +1
Strongest force on any atom = 0.00543 hartree/bohr
Kohn-Sham gap = 6.42 eV
HOMO energy = -10.6 eV
LUMO = -4.207 eV
Energy relative to the best compared isomer or geometry (same formula, charge and spin) = 38.03 kJ/mol

```
51
Properties=species:S:1:pos:R:3:forces:R:3
Pb 0.19923 0.34693 0.55894 0.03 0.05 0.02
N 3.43362 -1.17976 1.89454 0.05 -0.07 -0.08
C 2.95783 -0.22720 2.73079 -0.01 0.03 -0.02
N 1.83728 0.42662 2.54678 0.06 -0.12 0.00
C 1.58004 1.27280 3.60868 0.17 0.00 0.21
C 2.51796 1.27513 4.58381 -0.07 -0.03 -0.17
S 3.78756 0.17965 4.18837 -0.08 0.02 0.00
C 0.31882 2.00515 3.60785 -0.09 0.16 0.21
C -0.14283 2.82547 4.57974 0.01 -0.08 -0.17
S -1.72568 3.38028 4.18568 0.05 -0.07 0.00
C -1.67035 2.44975 2.73334 0.03 0.01 -0.02
N -0.54527 1.80375 2.54840 -0.14 -0.02 0.00
N -2.73710 2.38125 1.90259 -0.09 0.01 -0.08
H 3.09029 -1.20263 0.94750 0.01 0.00 0.01
H 4.38154 -1.49458 2.01257 -0.01 0.01 0.00
H 2.53017 1.82902 5.50421 0.01 0.04 0.05
H 0.33416 3.11640 5.49728 0.04 0.03 0.05
H -3.48190 3.04727 2.01811 0.01 -0.01 0.00
H -2.59208 2.06057 0.95851 -0.01 0.00 0.01
S 2.40120 0.84686 -0.51829 0.10 -0.16 0.02
C 1.83659 1.79333 -1.88231 -0.13 0.09 0.07
C 2.64511 1.83351 -3.01594 0.08 -0.04 -0.06
C 2.28513 2.58720 -4.11568 -0.01 0.03 -0.01
C 1.07857 3.27567 -4.11776 0.03 0.01 -0.01
C 0.24365 3.20396 -3.02013 -0.07 0.05 -0.07
C 0.61710 2.48883 -1.88453 0.14 -0.06 0.07
S -0.49015 2.49458 -0.52478 -0.20 0.00 0.02
H 3.56499 1.26462 -3.02091 0.04 0.02 -0.01
H 2.93750 2.63090 -4.97596 0.03 -0.02 -0.02
H 0.78655 3.85818 -4.97968 -0.03 0.01 -0.02
H -0.71430 3.70607 -3.02867 0.00 0.05 -0.01
C -0.19986 -0.38723 -3.07004 -0.01 -0.01 -0.05
C -0.86346 -1.51964 -2.36079 0.03 0.04 -0.04
C -1.46108 -2.55320 -3.11485 -0.04 -0.06 0.05
C -2.06675 -3.58739 -2.47287 0.02 0.05 0.01
C -2.08974 -3.61498 -1.06187 0.00 0.00 0.05
C -2.70576 -4.66778 -0.34913 0.02 0.02 -0.01
C -2.70527 -4.65998 1.01394 -0.02 -0.04 -0.05
C -2.09332 -3.60636 1.71084 0.01 0.02 -0.09
C -1.48759 -2.56964 1.04473 0.01 0.02 -0.05
S -0.76629 -1.32976 2.05466 0.08 0.13 0.12
C -1.46930 -2.54529 -0.37530 -0.08 -0.13 0.04
N -0.86848 -1.51725 -1.04126 0.06 0.10 0.01
H -0.26129 -0.50420 -4.14913 -0.01 -0.01 -0.01
H 0.85172 -0.33069 -2.79163 -0.01 -0.01 0.00
H -0.67314 0.55628 -2.80157 -0.01 -0.01 0.00
H -1.42637 -2.50327 -4.19331 0.00 0.01 -0.01
H -2.53308 -4.39309 -3.02542 -0.01 -0.01 -0.01
H -3.17153 -5.47044 -0.90447 -0.01 -0.02 -0.01
H -3.17192 -5.45805 1.57261 -0.02 -0.04 0.00
H -2.10271 -3.61759 2.79184 0.02 0.04 0.06
```
Forces are in eV/Å.

Mulliken population analysis, charges in e, atoms 1 to 5:
1 Pb 1.325
2 N -0.353
3 C 0.302
4 N 0.469
5 C -0.303

This record from OMol25 describes C3H3DyO3 as an isolated structure at a distorted geometry. The level of theory is ωB97M-V/def2-TZVPD.

Properties
Net charge = +1
Strongest force on any atom = 0.18845 hartree/bohr
Kohn-Sham gap (alpha / beta) = 3.21 / 3.18 eV
Spin multiplicity = 7
HOMO energy (alpha / beta) = -10.9 / -10.9 eV
LUMO (alpha / beta) = -7.675 / -7.704 eV
Energy relative to the best compared isomer or geometry (same formula, charge and spin) = 125.77 kJ/mol

```
10
Properties=species:S:1:pos:R:3:forces:R:3
O -1.68631 1.67005 0.59798 -4.94 2.00 3.61
O -0.30410 -1.54075 -0.89775 -2.86 1.69 -0.39
C 0.97884 -1.72441 -0.64387 1.28 0.18 0.83
C 1.84292 -0.76467 -0.23642 0.01 -0.50 -0.86
O -2.16678 3.65570 1.63974 -3.45 -4.83 0.17
C -2.37388 2.51621 1.32109 8.37 3.57 -3.33
Dy -2.17987 -0.26834 -0.58944 2.54 -2.36 -0.81
H 1.35399 -2.75194 -0.77892 -0.43 0.21 0.47
H 1.72002 0.26909 -0.57316 -0.32 -0.08 0.79
H 2.81517 -1.06095 0.16076 -0.20 0.12 -0.49
```
Forces are in eV/Å.

Mulliken population analysis, charges in e, atoms 1 to 5:
1 O -0.458
2 O -0.685
3 C 0.205
4 C -0.782
5 O -0.144

This record from OMol25 describes C4H10Cl2IN3O3 as an isolated structure. The level of theory is ωB97M-V/def2-TZVPD.

Properties
Strongest force on any atom = 0.01604 hartree/bohr
Kohn-Sham gap = 8.26 eV
HOMO energy = -9.4 eV
LUMO = -1.097 eV

```
23
Properties=species:S:1:pos:R:3:forces:R:3
N 2.44883 -1.90703 0.92886 -0.27 -0.04 0.05
C 1.30305 -1.20730 0.36521 0.15 0.33 -0.22
N 1.80185 -0.40087 -0.76383 -0.37 -0.08 0.09
N 0.72819 -0.44863 1.46009 -0.04 -0.30 0.01
C 0.25526 -2.18624 -0.19984 0.17 -0.70 -0.41
O -1.07290 -1.65432 -0.24023 0.07 0.62 0.32
C -1.83433 -1.85962 0.86291 -0.04 -0.64 0.18
O -2.04824 -2.93354 1.34726 0.35 0.52 0.02
O -2.37472 -0.73406 1.38211 -0.32 -0.17 -0.53
I -2.93267 0.69030 0.09738 0.12 0.02 0.14
H 2.85706 -2.52156 0.23430 0.08 0.11 -0.01
H 2.13270 -2.46816 1.71476 0.09 -0.02 -0.05
H 2.01574 0.53603 -0.44000 0.20 -0.09 0.00
H 1.07122 -0.30525 -1.46203 0.04 0.07 0.04
H 1.47941 -0.01645 1.98411 -0.06 0.09 -0.01
H 0.08178 0.25356 1.12250 0.03 0.02 0.06
H 0.27199 -3.13925 0.33732 -0.17 0.24 0.16
H 0.51683 -2.40011 -1.24146 -0.06 -0.02 0.14
C -1.24932 4.65076 -1.55251 0.02 -0.01 0.00
Cl -1.07108 3.94216 0.05484 0.10 0.12 0.03
Cl -2.60541 3.92898 -2.43308 -0.01 -0.01 -0.03
H -1.43385 5.71231 -1.44488 -0.05 -0.01 0.01
H -0.34138 4.46828 -2.11377 -0.01 -0.04 -0.01
```
Forces are in eV/Å.

Mulliken population analysis, charges in e, atoms 1 to 5:
1 N -0.740
2 C 1.394
3 N -0.727
4 N -0.627
5 C -1.331

| no. | energy (eV) |
| --- | --- |
| 1 | -28134.159 |
| 2 | -90563.938 |
| 3 | -7388.398 |
| 4 | -6661.715 |
| 5 | -16378.521 |
| 6 | -89977.422 |
| 7 | -33375.770 |
| 8 | -48067.801 |